Entry 1:
79
Properties=species:S:1:pos:R:3:lowdin_charge:R:1 method="wB97M-V/def2-TZVPD" e_tot_ev=-108601.422
C -0.9435 0.8306 3.0173 -0.07
C -1.7412 -0.5827 3.1080 -0.21
O -0.8965 -1.6728 3.5538 0.04
B -0.2335 -2.3437 2.4604 -0.58
O -0.5812 -2.2809 1.0771 0.12
O 0.9022 -3.2378 2.8147 0.15
C 2.0669 -2.4908 3.0530 -0.44
O 2.1827 -1.8011 4.0717 0.18
O 3.1709 -2.5679 2.1320 -0.08
S 3.0343 -1.3647 0.9583 0.85
O 4.4075 -1.2337 0.3505 -0.26
O 2.5687 -0.0929 1.6022 -0.22
F 2.0192 -1.9270 -0.2300 -0.16
H -0.6218 1.1059 4.0903 0.09
H -0.0765 0.8042 2.2851 0.05
H -1.7465 1.6119 2.7410 0.09
H -2.5172 -0.4169 3.9475 0.13
H -2.3548 -0.8053 2.1700 0.13
H -0.5954 -1.3560 0.7156 0.04
O -0.3688 2.6607 0.1779 -0.30
S -0.4237 1.4495 -0.6058 0.71
O -0.4731 0.1355 0.0088 -0.35
C -1.7650 1.5898 -1.7718 -0.21
C -1.1360 2.2486 -2.9912 -0.21
C 0.2168 1.5614 -3.1860 -0.21
C 0.8962 1.4916 -1.8151 -0.20
H -2.5753 2.1755 -1.3376 0.11
H -2.1126 0.5803 -2.0041 0.11
H -1.7714 2.1486 -3.8731 0.13
H -0.9843 3.3152 -2.8022 0.08
H 0.0585 0.5493 -3.5718 0.10
H 0.8401 2.0923 -3.9080 0.12
H 1.5094 0.5953 -1.7140 0.08
H 1.5013 2.3789 -1.6226 0.12
O -2.8917 5.2483 -1.9586 -0.32
S -1.9443 6.0682 -2.6786 0.67
O -1.0240 5.5140 -3.6466 -0.33
C -2.8262 7.4236 -3.4324 -0.23
C -2.8274 8.5111 -2.3659 -0.22
C -1.4169 8.5125 -1.7728 -0.22
C -1.0333 7.0570 -1.4978 -0.22
H -3.8270 7.1023 -3.7196 0.11
H -2.2641 7.7380 -4.3144 0.11
H -3.0917 9.4838 -2.7855 0.12
H -3.5560 8.2698 -1.5853 0.12
H -0.7187 8.9474 -2.4951 0.12
H -1.3620 9.1129 -0.8622 0.12
H 0.0354 6.8897 -1.6346 0.11
H -1.3329 6.7466 -0.4954 0.11
O -3.1488 -4.5311 4.5525 -0.32
S -2.4871 -4.6602 5.8304 0.67
O -2.8570 -3.8601 6.9758 -0.33
C -2.4996 -6.3810 6.3028 -0.24
C -1.2309 -6.9500 5.6826 -0.23
C -0.1417 -5.9061 5.9356 -0.21
C -0.7228 -4.5381 5.5714 -0.22
H -3.4081 -6.8602 5.9390 0.11
H -2.4601 -6.4278 7.3933 0.11
H -0.9726 -7.9188 6.1150 0.11
H -1.3688 -7.0861 4.6051 0.12
H 0.1355 -5.9186 6.9947 0.12
H 0.7615 -6.1165 5.3584 0.12
H -0.3171 -3.7482 6.2039 0.12
H -0.5521 -4.2954 4.5227 0.08
O 1.6699 -0.6298 -5.3373 -0.32
S 2.8852 -0.7740 -4.5685 0.66
O 3.5953 0.3638 -4.0286 -0.32
C 2.5887 -1.9437 -3.2557 -0.25
C 2.9199 -3.2957 -3.8733 -0.21
C 4.2036 -3.0811 -4.6774 -0.21
C 4.0256 -1.7984 -5.4919 -0.22
H 1.5556 -1.8680 -2.9162 0.10
H 3.2720 -1.7069 -2.4382 0.09
H 3.0440 -4.0659 -3.1094 0.12
H 2.1127 -3.6098 -4.5428 0.12
H 5.0486 -2.9672 -3.9908 0.12
H 4.4213 -3.9325 -5.3259 0.12
H 4.9692 -1.2664 -5.6168 0.11
H 3.5819 -2.0022 -6.4678 0.11

Entry 2:
66
Properties=species:S:1:pos:R:3:lowdin_charge:R:1 method="wB97M-V/def2-TZVPD" e_tot_ev=-44869.733 charge=+1
C -1.3102 2.5529 4.0439 -0.04
C -0.3085 1.4551 3.7784 -0.27
C -0.6835 0.1152 3.9136 -0.05
C 0.2370 -0.9022 3.6781 -0.04
C 1.5438 -0.5851 3.3048 -0.21
C 2.5291 -1.6754 3.0058 -0.14
O 2.5978 -1.9602 1.5774 -0.15
P 3.5537 -1.0281 0.7380 0.33
O 4.7290 -0.5261 1.4402 -0.20
O 3.9501 -1.9439 -0.5074 -0.06
O 2.6179 0.0845 0.0846 -0.20
C 3.2550 1.3516 -0.2000 -0.14
C 2.4694 2.1291 -1.2553 -0.34
O 1.0767 1.8478 -1.1824 -0.04
C 2.7708 3.6192 -1.0899 -0.22
N 1.7040 4.3258 -0.3667 0.02
C 1.9309 0.7537 3.1975 -0.02
C 1.0069 1.7671 3.4263 -0.02
H -2.0894 2.5715 3.2897 0.08
H -0.8112 3.5139 4.0478 0.07
H -1.7670 2.3957 5.0146 0.08
H -1.6871 -0.1469 4.2121 0.11
H -0.0362 -1.9401 3.7912 0.11
H 2.1934 -2.5983 3.4648 0.13
H 3.5192 -1.4546 3.3842 0.12
H 3.3903 -1.7669 -1.2671 0.07
H 3.2987 1.9200 0.7240 0.12
H 4.2559 1.1830 -0.5787 0.13
H 2.8354 1.8298 -2.2369 0.15
H 0.7628 1.7778 -2.0828 0.09
H 3.7171 3.7204 -0.5573 0.12
H 2.9170 4.0933 -2.0568 0.11
H 2.1136 4.9068 0.3508 0.07
H 1.0981 3.6744 0.1168 0.05
H 2.9567 0.9742 2.9426 0.11
H 1.3240 2.7945 3.3451 0.11
C 0.3443 -1.2469 -1.9879 -0.05
C -0.8744 -2.0794 -1.6762 -0.14
N -1.8621 -1.3805 -0.7666 -0.26
C -1.1747 -1.0913 0.5413 0.01
C -2.9853 -2.3308 -0.4216 -0.15
C -3.8930 -2.7967 -1.5480 -0.04
C -2.3393 -0.0357 -1.2697 -0.06
C -2.9506 0.0715 -2.6536 -0.19
O -2.0209 -0.2911 -3.6482 -0.20
C -2.5861 -0.8347 -4.8381 -0.06
H 0.9222 -1.0372 -1.0912 0.05
H 0.9903 -1.8058 -2.6666 0.10
H 0.0993 -0.3120 -2.4788 0.07
H -0.5852 -2.9880 -1.1453 0.14
H -1.3966 -2.3760 -2.5787 0.11
H -0.7707 -2.0223 0.9296 0.12
H -1.9081 -0.6830 1.2314 0.11
H -0.3802 -0.3667 0.3902 0.10
H -3.5723 -1.8381 0.3520 0.14
H -2.4913 -3.1904 0.0290 0.13
H -4.6784 -2.0775 -1.7650 0.08
H -4.3961 -3.7054 -1.2198 0.10
H -3.3622 -3.0362 -2.4671 0.08
H -1.4711 0.6193 -1.2157 0.13
H -3.0665 0.3055 -0.5329 0.15
H -3.2156 1.1290 -2.7762 0.15
H -3.8758 -0.4948 -2.7438 0.10
H -3.6410 -0.5796 -4.9423 0.10
H -2.4773 -1.9239 -4.8419 0.09
H -2.0429 -0.4309 -5.6894 0.10

Entry 3:
65
Properties=species:S:1:pos:R:3:lowdin_charge:R:1 method="wB97M-V/def2-TZVPD" e_tot_ev=-53712.041 charge=-1
C -3.6652 3.6186 -3.3017 -0.12
C -2.1776 3.5838 -2.6849 -0.28
C -1.7752 2.1629 -2.1123 -0.21
C -0.2168 1.9953 -1.7552 -0.20
C 0.6006 3.3526 -1.7192 -0.23
C 2.0103 3.2618 -0.9982 -0.21
C 2.8936 1.9791 -1.4180 -0.19
C 3.0233 1.0662 -0.1277 -0.20
C 3.5744 -0.4051 -0.3673 -0.21
C 3.2544 -1.0635 -1.7700 -0.22
C 1.7279 -1.1844 -2.1776 -0.21
C 0.6833 -1.2632 -0.9985 -0.19
C 0.3464 -2.7597 -0.5101 -0.18
C -1.1544 -3.1765 -0.8092 -0.19
C -1.8673 -3.8708 0.4644 -0.21
C -3.1164 -3.0072 0.9496 -0.25
S -3.2622 -2.9889 2.7977 0.60
O -3.7862 -1.6659 3.2954 -0.42
O -4.2367 -4.0957 3.1382 -0.42
N -1.7768 -3.3183 3.5581 -0.35
S -0.6852 -2.0520 3.3011 0.59
O 0.7141 -2.5889 3.1228 -0.40
O -1.0084 -1.1734 2.1216 -0.39
C -0.6052 -0.9222 4.7738 -0.17
C 0.1436 0.5013 4.2768 -0.22
C 1.7273 0.6161 4.7468 -0.01
O 1.2052 0.3374 3.2654 -0.23
H -4.2804 2.8896 -2.6920 0.07
H -4.0552 4.6649 -3.1739 0.06
H -3.5817 3.3047 -4.3860 0.07
H -2.0885 4.3202 -1.8250 0.10
H -1.4525 3.8534 -3.5158 0.10
H -2.3858 1.8289 -1.2218 0.11
H -2.0110 1.4106 -2.9374 0.11
H 0.2229 1.3820 -2.6058 0.09
H -0.1573 1.4591 -0.7649 0.11
H -0.0199 4.0913 -1.1120 0.10
H 0.7180 3.7814 -2.7612 0.11
H 1.7952 3.2074 0.1198 0.11
H 2.5971 4.2251 -1.1342 0.10
H 3.8955 2.3969 -1.7596 0.11
H 2.3936 1.4925 -2.2982 0.08
H 3.7720 1.5790 0.5632 0.11
H 2.0394 1.1024 0.4295 0.09
H 3.1184 -1.0694 0.4328 0.11
H 4.6930 -0.4230 -0.2022 0.10
H 3.8191 -0.4582 -2.5544 0.10
H 3.7104 -2.1042 -1.7790 0.10
H 1.4923 -0.3725 -2.9404 0.08
H 1.6249 -2.1565 -2.7664 0.10
H -0.3018 -0.8703 -1.4171 0.09
H 0.9049 -0.6280 -0.0999 0.09
H 0.5755 -2.7873 0.6027 0.08
H 1.1012 -3.4654 -0.9861 0.11
H -1.8256 -2.3012 -1.0790 0.09
H -1.1923 -3.8782 -1.7030 0.10
H -1.0627 -3.9680 1.2430 0.08
H -2.1567 -4.9107 0.1376 0.10
H -2.9648 -1.9182 0.6582 0.09
H -4.0775 -3.3255 0.4415 0.11
H 0.0226 -1.3270 5.6110 0.09
H -1.6136 -0.5428 5.0961 0.09
H -0.4896 1.4787 4.2860 0.15
H 2.3565 1.4615 4.3319 0.09
H 2.2937 -0.3626 4.7002 0.10

Entry 4:
68
Properties=species:S:1:pos:R:3:lowdin_charge:R:1 method="wB97M-V/def2-TZVPD" charge=-1 e_above_lowest_kj_mol=69.46
C -1.1621 0.2234 -1.2607 -0.20
O -0.0181 -0.1451 -2.0241 -0.09
B 1.2204 -0.0074 -1.3811 -0.77
O 2.2664 -0.6486 -2.0658 0.03
Nb 1.7074 1.1074 0.6229 1.19
C 2.9298 -0.6839 1.4493 -0.31
C 2.3838 -0.9899 2.8059 -0.72
O 2.8176 -0.5372 3.8106 0.05
O 1.2931 -1.8424 2.7930 -0.02
H -2.0455 -0.0651 -1.8650 0.07
H -1.2488 -0.3261 -0.3188 0.06
H -1.2665 1.3149 -1.1095 0.01
H 2.9739 -0.7805 -1.4213 0.01
H 0.2597 0.3410 1.4596 -0.11
H 2.0517 1.9991 2.2094 -0.16
H 3.1736 1.8240 -0.2208 -0.14
H 0.6547 2.5355 0.1402 -0.15
H 2.7563 -1.5796 0.8318 0.05
H 3.9871 -0.4402 1.5179 0.01
H 0.5266 -1.3479 3.1074 0.08
C -6.1980 3.4484 -0.8992 -0.12
C -5.9079 2.1652 -1.6716 -0.26
C -5.0721 1.1601 -0.8738 -0.18
C -3.7671 1.7470 -0.5239 -0.21
N -2.7578 2.2067 -0.2561 0.18
H -5.2790 3.9842 -0.6539 0.08
H -6.8145 4.1187 -1.4917 0.01
H -6.7289 3.2340 0.0309 0.08
H -5.3880 2.4164 -2.5995 0.11
H -6.8546 1.6958 -1.9511 0.10
H -4.9033 0.2567 -1.4616 0.11
H -5.5886 0.8743 0.0439 0.12
C 5.5361 -4.4551 -0.0239 -0.10
C 6.7227 -3.7734 0.6479 -0.26
C 6.3522 -2.4311 1.2843 -0.17
C 5.8478 -1.4947 0.2651 -0.24
N 5.4540 -0.7740 -0.5261 0.18
H 5.1427 -3.8561 -0.8471 0.07
H 5.8354 -5.4199 -0.4369 0.07
H 4.7286 -4.6277 0.6915 0.05
H 7.5151 -3.6253 -0.0900 0.11
H 7.1229 -4.4326 1.4213 0.09
H 7.2234 -1.9858 1.7654 0.12
H 5.5803 -2.5685 2.0442 0.12
C 2.5499 -5.2357 3.1702 -0.10
C 2.7444 -6.4556 2.2766 -0.26
C 3.6827 -7.5025 2.8855 -0.19
C 5.0226 -6.9270 3.1063 -0.24
N 6.0568 -6.4758 3.2740 0.15
H 3.4879 -4.7023 3.3330 0.07
H 1.8563 -4.5332 2.7082 0.07
H 2.1452 -5.5223 4.1437 0.08
H 3.1371 -6.1315 1.3101 0.09
H 1.7731 -6.9183 2.0889 0.11
H 3.7786 -8.3595 2.2176 0.11
H 3.2911 -7.8595 3.8392 0.12
C -5.1866 8.4059 -2.6031 -0.11
C -5.4279 7.2559 -3.5744 -0.26
C -6.9061 6.8668 -3.6826 -0.18
C -7.4188 6.4299 -2.3724 -0.23
N -7.7971 6.0870 -1.3525 0.16
H -5.4776 8.1387 -1.5861 0.07
H -4.1287 8.6676 -2.5800 0.07
H -5.7494 9.2944 -2.8993 0.07
H -4.8429 6.3909 -3.2552 0.11
H -5.0649 7.5408 -4.5640 0.11
H -7.0307 6.0515 -4.3962 0.12
H -7.5019 7.7128 -4.0290 0.12

Entry 5:
74
Properties=species:S:1:pos:R:3:lowdin_charge:R:1 method="wB97M-V/def2-TZVPD" e_tot_ev=-73462.567 charge=-1
C 1.1019 1.4710 -3.4293 -0.12
C 0.2708 0.8293 -2.3312 -0.26
C -1.0982 0.3458 -2.8022 -0.21
C -1.6158 -0.7847 -1.8986 -0.22
C -2.3931 -0.2728 -0.6892 -0.22
C -2.7326 -1.4276 0.2655 -0.21
C -1.6925 -1.6193 1.3690 -0.20
C -2.1483 -1.0835 2.7366 -0.22
C -1.0374 -0.4454 3.5653 -0.25
S -0.4636 -1.4735 4.9073 0.52
O -1.6205 -2.1740 5.4119 -0.33
O 0.1731 -0.5927 5.8558 -0.34
N 0.5630 -2.3799 4.0609 -0.31
S 1.3067 -3.5462 4.8073 0.56
O 0.7529 -3.9625 6.0639 -0.29
O 2.7362 -3.3775 4.7937 -0.30
C 1.0520 -4.9506 3.5816 -0.46
F 2.2470 -5.4439 3.1992 0.10
F 0.4128 -4.4863 2.4766 0.08
C 0.2173 -6.1139 4.1518 -0.54
F 0.1310 -7.0922 3.2054 0.13
F -1.0289 -5.7245 4.4690 0.17
F 0.8275 -6.6547 5.2245 0.15
H 1.1634 0.8396 -4.3099 0.07
H 0.7266 2.4483 -3.7166 0.06
H 2.1206 1.6184 -3.0800 0.06
H 0.8325 0.0046 -1.9067 0.10
H 0.1277 1.5560 -1.5357 0.11
H -1.8286 1.1467 -2.7435 0.09
H -1.0627 -0.0263 -3.8224 0.10
H -0.7859 -1.3878 -1.5388 0.11
H -2.2794 -1.4475 -2.4470 0.11
H -1.8576 0.5168 -0.1703 0.11
H -3.3293 0.1376 -1.0662 0.10
H -2.7389 -2.3305 -0.3416 0.10
H -3.7374 -1.3354 0.6638 0.10
H -0.7279 -1.1982 1.1004 0.11
H -1.5325 -2.6859 1.4881 0.10
H -2.6088 -1.9054 3.2704 0.10
H -2.9355 -0.3436 2.6106 0.10
H -1.3177 0.5048 3.9990 0.09
H -0.1914 -0.2465 2.9169 0.09
C -3.7728 6.3230 -4.3731 -0.11
O -3.8569 5.6102 -5.5945 -0.19
C -2.7116 4.8185 -5.8650 -0.21
C -2.9154 3.3667 -5.4896 -0.21
O -3.1010 3.1965 -4.0957 -0.20
C -4.4597 3.0619 -3.7185 -0.11
H -4.7781 6.6488 -4.1110 0.09
H -3.3825 5.7005 -3.5658 0.08
H -3.1342 7.2056 -4.4891 0.09
H -1.8355 5.2233 -5.3493 0.13
H -2.5261 4.8779 -6.9420 0.12
H -2.0159 2.8068 -5.7647 0.13
H -3.7583 2.9428 -6.0445 0.13
H -4.8171 2.0493 -3.9362 0.09
H -5.0979 3.7866 -4.2286 0.08
H -4.5223 3.2307 -2.6447 0.09
C 5.2252 1.5022 2.2826 -0.11
O 4.7274 0.9052 1.1002 -0.19
C 5.6630 0.0601 0.4548 -0.21
C 5.4566 -1.4007 0.8002 -0.22
O 5.6900 -1.6644 2.1658 -0.19
C 4.4922 -1.7338 2.9484 -0.09
H 4.3731 1.8733 2.8491 0.09
H 5.7697 0.7851 2.8994 0.08
H 5.8839 2.3448 2.0371 0.08
H 6.6868 0.3630 0.6995 0.12
H 5.5210 0.1917 -0.6237 0.12
H 6.1785 -1.9948 0.2273 0.12
H 4.4508 -1.7216 0.5099 0.13
H 3.9964 -2.6917 2.8027 0.07
H 3.8014 -0.9261 2.6994 0.09
H 4.7710 -1.6481 3.9946 0.09

Entry 6:
97
Properties=species:S:1:pos:R:3:lowdin_charge:R:1 method="wB97M-V/def2-TZVPD" charge=-1 e_above_lowest_kj_mol=40.81
O 4.5340 -3.6196 2.3383 0.06
C 3.4231 -3.3697 1.9605 -0.36
O 2.5440 -2.6512 2.6867 -0.09
C 2.9451 -1.2655 2.7937 -0.19
C 2.8068 -0.4437 1.4823 -0.19
C 1.3609 0.0991 1.1838 -0.31
C 0.3904 -1.0731 0.8310 -0.34
In -0.7667 -1.9014 2.5616 0.05
I -0.2963 -0.6125 5.0114 0.33
H 3.1761 -3.7221 0.9373 0.15
H 4.0152 -1.2706 3.0877 0.11
H 2.4115 -0.7337 3.5933 0.06
H 3.1638 -1.0123 0.6022 0.11
H 3.4365 0.4628 1.6064 0.10
H 1.4832 0.7146 0.2443 0.06
H 0.9926 0.7818 1.9675 0.08
H 1.0267 -1.8950 0.4401 0.02
H -0.2868 -0.7866 0.0063 0.02
H -2.5172 -1.6974 2.1819 -0.15
H -0.5259 -3.6872 2.7041 -0.13
C 3.8922 2.9455 -1.6479 -0.17
C 4.1541 2.6900 -3.1183 -0.17
O 3.2175 1.6731 -3.4824 -0.19
S 1.8724 1.8522 -2.6104 0.62
O 0.9243 2.5691 -3.3884 -0.22
O 1.5732 0.6127 -1.9917 -0.21
O 2.4736 2.8549 -1.5045 -0.18
H 4.3487 2.1743 -1.0226 0.13
H 4.2435 3.9243 -1.3291 0.13
H 5.1720 2.3584 -3.3095 0.13
H 3.9422 3.5784 -3.7191 0.13
C 1.7371 4.2360 7.2719 -0.18
C 1.5565 3.8096 8.7159 -0.18
O 0.8626 2.5654 8.6446 -0.19
S 1.3094 1.7779 7.2994 0.58
O 2.3211 0.8440 7.6422 -0.22
O 0.1444 1.4127 6.5771 -0.53
O 2.0142 3.0306 6.5600 -0.19
H 0.8186 4.6687 6.8679 0.13
H 2.5547 4.9437 7.1496 0.13
H 0.9863 4.5318 9.2960 0.13
H 2.5212 3.6345 9.2001 0.13
C -1.5339 2.6873 -5.8008 -0.15
C -2.2325 4.0168 -5.9614 -0.16
O -2.3237 4.2148 -7.3844 -0.19
S -2.4856 2.7891 -8.1009 0.60
O -3.8642 2.5653 -8.3670 -0.23
O -1.4941 2.6875 -9.1172 -0.24
O -2.0585 1.8654 -6.8586 -0.19
H -0.4564 2.7846 -5.9463 0.13
H -1.7257 2.2328 -4.8320 0.14
H -1.6843 4.8313 -5.4947 0.13
H -3.2442 3.9836 -5.5604 0.09
C 3.3808 -7.0669 5.0638 -0.16
C 3.6092 -7.3175 3.5892 -0.16
O 2.6914 -8.3672 3.2429 -0.19
S 1.3697 -8.2141 4.1442 0.59
O 0.4068 -7.5155 3.3713 -0.22
O 1.0928 -9.4574 4.7766 -0.23
O 1.9693 -7.1961 5.2322 -0.18
H 3.8765 -7.8218 5.6795 0.13
H 3.7115 -6.0773 5.3710 0.14
H 4.6309 -7.6184 3.3713 0.14
H 3.3586 -6.4394 2.9907 0.13
C 1.5554 5.6329 -9.1389 -0.16
C 0.7289 6.9014 -9.1748 -0.17
O 0.3574 7.1303 -7.8125 -0.19
S 1.5297 6.6042 -6.8442 0.61
O 2.3427 7.7091 -6.4776 -0.22
O 0.9582 5.7240 -5.8874 -0.22
O 2.3271 5.7294 -7.9345 -0.19
H 0.9197 4.7470 -9.0684 0.13
H 2.2100 5.5405 -10.0025 0.13
H -0.1544 6.8051 -9.8012 0.14
H 1.3234 7.7543 -9.5125 0.13
C -7.0574 2.4966 -4.0435 -0.16
C -6.1320 1.8683 -3.0219 -0.16
O -4.9921 2.7337 -2.9886 -0.18
S -5.4611 4.2448 -3.2698 0.63
O -5.6089 4.9157 -2.0299 -0.21
O -4.6633 4.7661 -4.3252 -0.23
O -6.9270 3.9092 -3.8416 -0.19
H -6.7383 2.2665 -5.0628 0.13
H -8.0917 2.1884 -3.9102 0.13
H -5.8375 0.8572 -3.2914 0.14
H -6.5823 1.8617 -2.0268 0.14
C -2.5056 -7.9685 5.8838 -0.16
C -2.9620 -8.3593 4.4958 -0.16
O -4.3192 -8.7935 4.6730 -0.19
S -4.9950 -7.9521 5.8659 0.61
O -5.7460 -6.8873 5.3041 -0.22
O -5.5593 -8.8692 6.7939 -0.23
O -3.6440 -7.3443 6.4907 -0.18
H -2.2443 -8.8478 6.4775 0.13
H -1.6619 -7.2825 5.8627 0.14
H -2.3573 -9.1536 4.0660 0.13
H -2.9631 -7.4998 3.8224 0.14